{
  "formula": "C30H54Br20F7N6O5S",
  "method": "wB97M-V/def2-TZVPD",
  "elements": ["C", "N", "C", "N", "C", "C", "C", "O", "C", "N", "C", "N", "S", "O", "O", "C", "F", "F", "C", "F", "F", "C", "F", "F", "F", "N", "O", "N", "O", "H", "H", "H", "H", "H", "H", "H", "H", "H", "H", "H", "H", "H", "H", "Br", "C", "C", "Br", "H", "H", "H", "H", "Br", "C", "C", "Br", "H", "H", "H", "H", "Br", "C", "C", "Br", "H", "H", "H", "H", "Br", "C", "C", "Br", "H", "H", "H", "H", "Br", "C", "C", "Br", "H", "H", "H", "H", "Br", "C", "C", "Br", "H", "H", "H", "H", "Br", "C", "C", "Br", "H", "H", "H", "H", "Br", "C", "C", "Br", "H", "H", "H", "H", "Br", "C", "C", "Br", "H", "H", "H", "H", "Br", "C", "C", "Br", "H", "H", "H", "H"],
  "xyz": [[5.3229, 6.3477, 5.0149], [5.1611, 5.9215, 3.6286], [5.5287, 4.5319, 3.4730], [5.1395, 4.0625, 2.1453], [6.1535, 3.9658, 1.0884], [6.6843, 2.5249, 0.8885], [6.1700, 1.8166, -0.3667], [6.3355, 1.8228, 2.0870], [3.9211, 3.6946, 1.8690], [3.5184, 3.2224, 0.6468], [2.2653, 2.9641, 0.7469], [1.7611, 3.2225, 1.9803], [0.1811, 2.9244, 2.4611], [-0.0137, 3.5724, 3.6974], [-0.5783, 3.1072, 1.2867], [0.0958, 1.0606, 2.7350], [-1.0703, 0.9108, 3.3769], [0.0219, 0.5148, 1.5103], [1.2338, 0.3668, 3.5227], [1.1294, 0.7235, 4.8049], [2.4165, 0.7899, 3.0465], [1.1988, -1.1920, 3.4250], [1.7616, -1.5871, 2.2805], [-0.0657, -1.6268, 3.4741], [1.8852, -1.6970, 4.4576], [2.8513, 3.7256, 2.7005], [2.7213, 4.2675, 3.9078], [2.6146, 3.1316, 5.0390], [2.3187, 3.6417, 5.9893], [5.1863, 7.4251, 5.0878], [4.6328, 5.8461, 5.7087], [6.3385, 6.1184, 5.3451], [4.1873, 6.0120, 3.3607], [5.1227, 3.8574, 4.2397], [6.6133, 4.4386, 3.5434], [6.9597, 4.6211, 1.4111], [5.7537, 4.3750, 0.1623], [7.7750, 2.5906, 0.8436], [6.9751, 1.3026, -0.8909], [5.6954, 2.5070, -1.0643], [5.4158, 1.0797, -0.0851], [6.8389, 1.0043, 2.1181], [1.6360, 2.5714, -0.0454], [6.1870, 1.7397, 5.7987], [5.0475, 0.2288, 6.2635], [4.0478, 0.5831, 7.3320], [4.8748, 0.8107, 9.0647], [5.7176, -0.5648, 6.5782], [4.5391, -0.0639, 5.3465], [3.3101, -0.2094, 7.4392], [3.5472, 1.5220, 7.1218], [6.5689, 8.6356, 1.5325], [5.0144, 9.6282, 0.9334], [3.8144, 9.4158, 1.8153], [2.9950, 7.6662, 1.5425], [4.8246, 9.3229, -0.0906], [5.3000, 10.6773, 0.9550], [3.0359, 10.1331, 1.5674], [4.0529, 9.4813, 2.8717], [-6.1657, 0.2901, 1.5683], [-4.7804, -0.7039, 2.4914], [-3.5618, -0.8980, 1.6276], [-3.8395, -2.2359, 0.2481], [-5.2177, -1.6500, 2.7944], [-4.5260, -0.1183, 3.3721], [-2.7282, -1.2652, 2.2231], [-3.2759, 0.0175, 1.1180], [-7.3590, -3.3807, -3.6305], [-5.9914, -4.4118, -2.7117], [-4.7615, -4.5930, -3.5592], [-5.0333, -5.8975, -4.9697], [-6.4437, -5.3578, -2.4331], [-5.7508, -3.8432, -1.8163], [-3.9457, -4.9820, -2.9529], [-4.4552, -3.6720, -4.0454], [1.3828, 1.6532, -2.4398], [-0.5611, 1.4891, -2.3340], [-1.2468, 2.5532, -3.1481], [-1.1284, 4.2879, -2.2853], [-0.8212, 1.5599, -1.2818], [-0.7935, 0.4949, -2.7071], [-2.3065, 2.3268, -3.2392], [-0.8088, 2.6606, -4.1352], [-3.2063, -7.3604, -10.8628], [-2.5272, -6.8276, -9.1217], [-3.5586, -6.0849, -8.3162], [-3.8166, -4.2679, -8.9543], [-1.6404, -6.2298, -9.3050], [-2.2529, -7.7513, -8.6171], [-3.2322, -5.9837, -7.2847], [-4.5310, -6.5665, -8.3452], [-5.2414, -8.0530, -1.5326], [-5.7628, -9.2851, -2.9434], [-4.6733, -10.2750, -3.2607], [-3.2089, -9.4661, -4.2487], [-6.0219, -8.6711, -3.8009], [-6.6470, -9.8002, -2.5760], [-5.0631, -11.0662, -3.8965], [-4.2396, -10.7054, -2.3638], [-8.1249, 0.0419, -6.2458], [-9.1032, 0.0824, -4.5678], [-10.5942, 0.0792, -4.7784], [-11.2494, 1.7968, -5.4044], [-8.7700, 0.9675, -4.0351], [-8.7983, -0.8079, -4.0227], [-11.1045, -0.1103, -3.8370], [-10.8981, -0.6573, -5.5153], [-7.0118, -11.1594, -14.4009], [-5.8244, -9.9135, -13.5011], [-4.8600, -10.6099, -12.5784], [-5.7196, -11.2338, -10.9528], [-6.4570, -9.2098, -12.9694], [-5.2810, -9.3968, -14.2888], [-4.0853, -9.9182, -12.2544], [-4.4057, -11.4796, -13.0421], [4.4916, 4.8123, 9.6561], [5.6795, 4.1489, 11.0437], [5.2502, 4.5970, 12.4157], [5.6352, 6.4733, 12.7245], [6.6743, 4.5015, 10.7913], [5.6438, 3.0644, 10.9698], [5.8007, 4.0470, 13.1752], [4.1837, 4.4675, 12.5700]],
  "atomic_forces_ev_per_a": [[0.12, -0.05, 0.02], [-0.02, -0.37, 0.10], [0.17, 0.15, 0.22], [0.00, 0.06, -0.11], [0.23, 0.13, -0.04], [-0.03, -0.06, 0.18], [-0.12, -0.03, -0.01], [0.03, 0.03, -0.07], [-0.04, -0.10, -0.10], [0.61, 0.13, -0.02], [-0.56, -0.22, -0.30], [0.07, 0.55, -0.21], [0.11, -0.48, 0.09], [0.03, 0.08, 0.32], [-0.18, 0.13, -0.15], [-0.23, 0.09, -0.21], [0.17, -0.09, -0.12], [0.07, 0.02, 0.18], [-0.26, -0.04, -0.09], [-0.04, 0.06, 0.27], [0.24, -0.01, -0.05], [0.05, -0.28, -0.05], [-0.25, 0.11, 0.48], [0.46, 0.08, 0.04], [-0.27, 0.15, -0.48], [0.01, -0.56, 0.62], [-0.37, 0.54, -0.45], [0.10, -0.32, 0.06], [0.03, 0.08, 0.22], [-0.05, -0.03, 0.01], [0.02, 0.04, -0.01], [-0.01, 0.07, -0.02], [0.08, 0.32, 0.01], [-0.10, 0.01, -0.16], [-0.03, -0.07, -0.06], [-0.04, 0.02, -0.01], [-0.02, -0.06, 0.03], [-0.03, 0.11, -0.09], [-0.01, -0.02, 0.04], [0.09, 0.00, 0.00], [0.01, 0.04, -0.01], [0.02, -0.05, 0.02], [0.07, 0.04, 0.02], [-0.09, -0.10, 0.05], [0.08, 0.02, -0.03], [0.00, 0.07, 0.05], [0.05, -0.08, 0.06], [-0.03, -0.03, 0.00], [0.00, 0.03, -0.01], [0.03, -0.03, 0.00], [-0.07, -0.02, -0.03], [-0.03, -0.04, -0.01], [0.07, -0.02, -0.01], [-0.04, -0.01, 0.00], [-0.09, -0.03, -0.07], [-0.02, 0.04, -0.01], [0.00, 0.01, 0.01], [-0.01, -0.01, 0.00], [0.03, 0.01, 0.00], [0.00, -0.03, -0.01], [-0.06, 0.07, -0.04], [0.08, -0.06, 0.01], [0.01, 0.02, -0.06], [0.02, 0.00, 0.03], [0.02, 0.00, 0.00], [-0.02, -0.01, 0.03], [0.00, 0.02, 0.02], [-0.01, -0.05, -0.05], [-0.08, 0.13, 0.02], [0.06, -0.09, 0.04], [-0.07, 0.02, -0.02], [0.04, -0.02, 0.01], [0.02, 0.00, 0.02], [-0.02, -0.03, 0.01], [-0.01, 0.02, 0.02], [-0.05, -0.07, 0.02], [0.04, -0.02, -0.01], [-0.01, 0.05, 0.04], [0.03, 0.01, -0.01], [-0.02, -0.03, 0.00], [0.01, 0.01, -0.04], [-0.01, 0.00, 0.02], [-0.02, -0.02, -0.02], [0.01, 0.05, -0.05], [-0.05, -0.11, -0.01], [0.05, 0.13, 0.00], [-0.03, -0.02, -0.02], [0.01, 0.00, 0.02], [-0.01, 0.00, 0.01], [0.02, -0.05, 0.00], [0.01, -0.03, 0.01], [0.02, 0.04, 0.01], [-0.01, 0.05, -0.02], [0.04, 0.02, -0.04], [0.01, -0.01, 0.04], [-0.01, -0.01, -0.01], [0.01, -0.01, 0.02], [-0.01, 0.01, -0.01], [-0.02, -0.03, 0.00], [0.00, 0.02, 0.03], [0.05, -0.03, -0.04], [-0.04, 0.06, 0.00], [0.01, -0.02, -0.02], [-0.01, 0.00, 0.02], [-0.01, 0.00, 0.00], [0.01, 0.00, 0.01], [0.00, -0.02, 0.02], [-0.01, 0.01, 0.03], [-0.03, -0.03, -0.04], [0.03, 0.02, 0.06], [-0.01, -0.02, -0.01], [0.02, 0.03, 0.00], [0.01, -0.01, 0.00], [-0.01, 0.00, 0.01], [0.01, 0.01, -0.02], [-0.02, 0.05, -0.07], [0.00, -0.05, -0.02], [0.02, 0.08, 0.02], [-0.03, 0.00, -0.02], [0.01, -0.01, 0.01], [-0.02, 0.00, 0.00], [0.01, -0.01, -0.01], [0.00, -0.04, 0.02]],
  "homo_lumo_gap_ev": 6.43,
  "e_homo_ev": -10.7,
  "charge": 1
}



{
  "formula": "C30H54N6O6",
  "method": "wB97M-V/def2-TZVPD",
  "elements": ["C", "C", "O", "C", "H", "H", "H", "H", "H", "H", "C", "C", "O", "C", "H", "H", "H", "H", "H", "H", "C", "C", "O", "C", "H", "H", "H", "H", "H", "H", "C", "C", "O", "N", "C", "H", "H", "H", "H", "H", "H", "H", "C", "C", "O", "N", "C", "H", "H", "H", "H", "H", "H", "H", "C", "C", "O", "N", "C", "H", "H", "H", "H", "H", "H", "H", "N", "C", "C", "C", "C", "H", "H", "H", "H", "H", "N", "C", "C", "C", "C", "H", "H", "H", "H", "H", "N", "C", "C", "C", "C", "H", "H", "H", "H", "H"],
  "xyz": [[-4.4198, 5.1966, -3.1752], [-4.5148, 6.6947, -3.5299], [-4.8068, 7.5161, -2.6770], [-3.6888, 7.1340, -4.7861], [-4.7028, 4.5770, -4.0261], [-5.0711, 4.7322, -2.4347], [-3.4412, 4.8117, -2.8884], [-3.5314, 8.2126, -4.7925], [-4.2583, 6.9194, -5.6904], [-2.7230, 6.6336, -4.8556], [-5.5148, 2.3995, 4.4335], [-4.6549, 2.7725, 5.6259], [-3.4752, 2.6101, 5.6547], [-5.3050, 3.7249, 6.6367], [-6.5046, 2.1973, 4.8427], [-5.0692, 1.4984, 4.0120], [-5.6147, 3.3207, 3.8595], [-4.7912, 3.8770, 7.5859], [-6.3406, 3.4799, 6.8724], [-5.2828, 4.6861, 6.1232], [-0.2270, -12.1210, -0.5534], [-1.0175, -10.9299, 0.0109], [-1.8539, -10.3186, -0.5855], [-0.3620, -10.3667, 1.2866], [-0.8646, -12.4739, -1.3640], [-0.2581, -12.8607, 0.2467], [0.7618, -11.7661, -0.8440], [-0.1565, -9.3033, 1.1640], [0.5879, -10.8888, 1.4021], [-0.9375, -10.6824, 2.1568], [4.5805, -0.0799, 2.5422], [5.3691, 0.9731, 1.7649], [6.2051, 0.7074, 0.9495], [5.2042, 2.2438, 2.0616], [5.6454, 3.4551, 1.3497], [5.0865, -0.8651, 3.1040], [3.9064, -0.5205, 1.8077], [3.9448, 0.4478, 3.2531], [4.8009, 2.3517, 2.9813], [5.6825, 4.2174, 2.1278], [5.0662, 3.8315, 0.5066], [6.6762, 3.3693, 1.0058], [-0.9271, -1.7678, -0.1993], [-0.6579, -0.3109, -0.2798], [-0.2595, 0.1990, -1.3045], [-0.6026, 0.3861, 0.8272], [-0.3813, 1.8477, 0.8686], [-0.6893, -2.2236, -1.1605], [-1.9846, -1.9350, 0.0049], [-0.3264, -2.3161, 0.5264], [-0.9596, -0.0392, 1.6709], [-1.3809, 2.2059, 0.6224], [0.2578, 2.1415, 0.0360], [0.0696, 2.2513, 1.7751], [-5.1198, -5.9077, -10.2020], [-5.2104, -5.7811, -8.6901], [-5.9086, -4.8840, -8.1795], [-4.4901, -6.6556, -7.9730], [-4.4792, -6.9392, -6.5377], [-6.0244, -6.3368, -10.6328], [-4.1908, -6.3743, -10.5297], [-5.1457, -4.8475, -10.4539], [-4.0053, -7.3944, -8.4621], [-5.2493, -6.4101, -5.9764], [-3.5059, -6.6084, -6.1753], [-4.6625, -8.0091, -6.4383], [5.7127, 3.1671, 7.6094], [4.8467, 4.1659, 7.2064], [3.5388, 3.6003, 7.0675], [3.7148, 2.2156, 7.5121], [5.0143, 1.9831, 7.8683], [6.6668, 3.4281, 7.8133], [5.1587, 5.1625, 6.9310], [2.6812, 4.0828, 6.6225], [2.9880, 1.4234, 7.6150], [5.5320, 1.0887, 8.1819], [2.2313, 10.1173, 0.4799], [1.6061, 10.8911, -0.4555], [0.3400, 10.4008, -0.4930], [0.0819, 9.5896, 0.6267], [1.2776, 9.4637, 1.2565], [3.2215, 10.0990, 0.6779], [2.1432, 11.5032, -1.1649], [-0.3620, 10.7256, -1.2467], [-0.8846, 9.1492, 0.8228], [1.5740, 8.9093, 2.1347], [5.0307, -4.6725, -2.2288], [5.2192, -5.7920, -1.4178], [4.3521, -6.7968, -1.8753], [3.6546, -6.2683, -2.9207], [3.9754, -4.9736, -3.1130], [5.5638, -3.8181, -2.3056], [6.0163, -5.7089, -0.6938], [4.2148, -7.8169, -1.5483], [2.8630, -6.8073, -3.4199], [3.7315, -4.2168, -3.8439]],
  "atomic_forces_ev_per_a": [[-1.10, -1.16, -0.88], [2.86, 0.35, 1.77], [-0.62, -0.71, -1.18], [-1.32, 0.03, 0.15], [0.27, 0.15, -0.57], [-0.34, 1.10, 0.50], [0.42, 0.78, -0.20], [-0.07, -0.07, 0.35], [0.06, -0.26, -0.13], [-0.16, -0.22, 0.20], [-0.12, -0.35, 1.72], [-0.86, 1.82, 0.30], [1.33, -0.91, 0.01], [-0.35, -0.20, 0.07], [-0.17, -0.26, -0.33], [-0.20, 0.46, -0.69], [0.26, -0.38, -0.58], [0.39, -0.38, -0.26], [-0.06, 0.01, -0.22], [-0.22, 0.18, -0.03], [-2.34, 0.38, 0.28], [2.49, 0.93, 0.31], [-0.91, -0.21, -0.27], [0.06, -1.05, -0.42], [0.61, -0.24, -0.36], [0.69, -0.23, -0.14], [-0.07, -0.34, 0.06], [-0.48, -0.04, 0.36], [0.16, 0.15, 0.06], [-0.21, 0.64, 0.12], [-0.94, 0.99, 0.05], [1.51, -1.39, 0.28], [1.05, -1.63, -2.14], [-2.07, 2.49, 1.54], [1.01, -0.32, 1.01], [0.55, 0.26, -0.51], [0.04, -0.24, 0.05], [-0.19, -0.13, 0.15], [-0.29, 0.70, -0.30], [-0.19, 0.20, -0.19], [-0.49, -0.56, 0.16], [-0.02, -0.37, -0.06], [-0.66, -1.06, -0.24], [2.02, -0.42, -1.23], [-0.29, 0.37, -1.72], [0.04, 1.09, 3.54], [-0.66, -0.72, -1.33], [-0.16, 0.25, -0.03], [-0.04, -0.21, 0.11], [-0.06, 0.35, 0.32], [0.07, 0.10, -0.06], [0.19, 1.04, 0.46], [0.01, -0.28, 0.02], [-0.45, -0.50, 0.18], [0.04, 0.97, 0.65], [-1.55, 1.34, 0.72], [1.04, -1.48, -0.57], [0.38, -1.20, 0.20], [-0.18, 0.69, -0.36], [0.19, -0.29, 0.15], [-0.23, -0.08, -0.18], [0.24, -0.10, -0.62], [-0.16, 0.38, -0.37], [-0.03, 0.13, -0.39], [-0.05, -0.42, 0.43], [0.32, 0.06, 0.35], [-0.62, 0.91, 0.25], [-2.31, -1.69, -0.71], [3.08, -0.77, 0.83], [-0.49, 0.55, -0.13], [0.64, 1.49, -0.76], [-0.13, -0.66, 0.14], [0.25, -0.16, 0.18], [0.01, -0.10, 0.32], [-0.28, 0.26, -0.21], [-0.15, 0.16, 0.06], [0.34, 0.54, 1.97], [0.61, -1.69, -0.91], [-1.50, 1.77, -0.92], [-0.30, -0.11, -0.49], [1.20, -0.65, -0.32], [-0.33, 0.29, 0.12], [-0.01, -0.09, 0.13], [-0.25, -0.05, 0.20], [0.25, -0.02, 0.37], [-0.01, 0.01, -0.14], [-1.81, -1.49, -0.40], [0.19, 0.46, -0.95], [2.07, 0.31, 1.95], [-2.43, -0.11, -1.50], [2.21, 1.61, 0.15], [-0.04, -0.33, 0.49], [-0.22, -0.49, 0.14], [0.32, 0.20, 0.37], [0.04, 0.15, -0.21], [-0.34, -0.29, 0.00]],
  "homo_lumo_gap_ev": 8.40,
  "e_homo_ev": -8.1,
  "smiles": "c1cc[nH]c1.c1cc[nH]c1.c1cc[nH]c1.CNC(C)=O.CNC(C)=O.CNC(C)=O.CC(C)=O.CC(C)=O.CC(C)=O",
  "relative_energy_kj_mol": 0.0,
  "charge": 0
}



| no. | largest force on an atom (Eh/bohr) | E_LUMO (eV) |
| --- | --- | --- |
| 1 | 0.0162 | -4.29 |
| 2 | 0.0721 | 0.32 |